{"formula": "C26H56O20S2", "method": "ωB97M-V/def2-TZVPD", "symbols": ["C", "C", "C", "O", "C", "H", "H", "H", "H", "H", "H", "H", "H", "C", "C", "C", "O", "C", "H", "H", "H", "H", "H", "H", "H", "H", "O", "S", "O", "O", "C", "C", "C", "H", "H", "H", "H", "H", "H", "H", "H", "O", "S", "O", "O", "C", "C", "C", "H", "H", "H", "H", "H", "H", "H", "H", "C", "O", "C", "O", "O", "C", "H", "H", "H", "H", "H", "H", "C", "O", "C", "O", "O", "C", "H", "H", "H", "H", "H", "H", "C", "O", "C", "O", "O", "C", "H", "H", "H", "H", "H", "H", "C", "O", "C", "O", "O", "C", "H", "H", "H", "H", "H", "H"], "coordinates": [[0.3735, 1.5011, -0.5625], [1.0499, 0.4548, 0.1987], [-0.0963, -0.6428, 0.1830], [-0.7165, -0.5174, -1.1314], [-0.3029, 0.7040, -1.6469], [1.1158, 2.1868, -0.9711], [-0.3807, 2.0274, 0.0226], [1.3982, 0.7242, 1.1958], [1.8800, -0.0110, -0.3324], [-0.7676, -0.4375, 1.0168], [0.3466, -1.6284, 0.3266], [-1.1282, 1.3315, -1.9835], [0.4160, 0.4868, -2.4369], [1.8661, -0.4738, 4.6709], [1.5101, -0.1915, 3.1959], [0.0201, 0.1249, 3.3702], [-0.4130, -0.9161, 4.3569], [0.6754, -1.3822, 5.0697], [1.9511, 0.3886, 5.3320], [2.8762, -0.8836, 4.6719], [1.6460, -1.0803, 2.5796], [2.0329, 0.6350, 2.7145], [-0.5701, 0.0222, 2.4595], [-0.0405, 1.1052, 3.8428], [0.8419, -2.4038, 4.7281], [0.4476, -1.3343, 6.1345], [2.0432, -2.5857, 1.3473], [1.6371, -3.8744, 0.7697], [2.3152, -4.4727, -0.3679], [1.3411, -4.9462, 2.0175], [0.6043, -4.5457, 3.2258], [0.7546, -5.6728, 4.2674], [-0.0039, -3.5636, 0.1603], [-0.4350, -4.3121, 2.9950], [1.1664, -3.7501, 3.7148], [0.2232, -5.4103, 5.1822], [1.8169, -5.8471, 4.4388], [0.4517, -6.6825, 3.9899], [-0.5953, -3.0071, 0.8873], [-0.3262, -4.5369, -0.2099], [0.2624, -2.8844, -0.6496], [-4.8714, -1.8374, 2.0600], [-3.6066, -1.5405, 1.3564], [-2.3349, -1.8201, 1.9933], [-3.7136, -2.3413, -0.0368], [-2.5768, -2.3756, -0.9200], [-3.1327, -2.7251, -2.2871], [-3.7004, 0.1787, 0.7857], [-1.8899, -3.1329, -0.5422], [-2.0546, -1.4193, -0.8889], [-3.7995, -1.9300, -2.6207], [-3.6315, -3.6939, -2.3150], [-2.3410, -2.7066, -3.0361], [-3.9456, 0.8521, 1.6070], [-4.4511, 0.3014, 0.0049], [-2.7127, 0.4031, 0.3830], [-2.8324, 2.5958, -0.7835], [-3.2762, 1.3239, -1.2703], [-3.6304, 1.1893, -2.5320], [-3.4299, 1.9552, -3.4860], [-4.0547, -0.1345, -2.5499], [-4.4002, -0.8080, -3.7708], [-3.6786, 3.1687, -0.4041], [-2.2868, 3.1910, -1.5157], [-2.0874, 2.4548, -0.0004], [-4.9519, -1.7480, -3.7581], [-3.5165, -0.8088, -4.4089], [-5.0033, -0.1201, -4.3634], [1.5751, -2.2031, -2.4162], [2.2501, -1.0004, -2.0105], [2.5657, -0.0515, -2.9160], [2.4108, -0.1659, -4.1228], [2.7160, 1.0642, -2.2777], [3.2040, 2.1840, -3.0327], [2.0762, -2.7119, -3.2397], [0.5897, -1.8464, -2.7160], [1.6890, -2.8438, -1.5418], [4.1682, 1.9507, -3.4845], [3.4762, 3.0621, -2.4471], [2.5293, 2.5159, -3.8218], [5.4018, 1.5060, 3.9148], [4.9357, 1.3598, 2.5991], [3.8806, 2.0507, 2.2014], [3.0534, 2.6793, 2.9364], [3.7761, 1.8799, 0.7928], [2.6849, 2.3358, 0.0784], [6.3421, 0.9637, 4.0135], [4.6823, 1.0217, 4.5749], [5.6209, 2.5068, 4.2870], [1.7361, 2.4556, 0.6015], [2.3496, 1.5648, -0.6152], [3.0227, 3.1782, -0.5253], [-1.5079, 2.5930, -4.1928], [-0.8263, 3.8166, -4.1143], [-0.8076, 4.3996, -2.9138], [-1.2361, 3.9825, -1.8084], [-0.3293, 5.5838, -3.0935], [-0.5320, 6.6155, -2.1212], [-2.5522, 2.6834, -3.8938], [-1.0807, 1.8218, -3.5518], [-1.3844, 2.1307, -5.1721], [-1.5979, 6.6873, -1.9047], [-0.1923, 7.6157, -2.3898], [-0.0666, 6.4440, -1.1506]], "forces_ev_per_angstrom": [[-0.935, 0.425, -1.236], [-1.375, -3.250, 1.098], [1.886, 1.027, 0.535], [0.923, 0.131, 1.533], [0.168, 1.477, -0.727], [-1.781, 0.294, -0.642], [0.347, 0.102, 0.111], [-0.623, -0.291, -0.553], [-0.222, 0.254, 0.306], [-0.449, -0.292, -0.863], [-0.331, 1.433, -0.079], [0.091, -0.817, -0.202], [-0.391, 0.382, -0.404], [0.587, -0.485, -0.648], [-0.794, 0.548, 0.757], [0.679, -1.395, 1.056], [-1.193, 1.870, -1.795], [1.445, 0.239, 0.072], [-0.436, 0.381, -0.321], [-0.120, -0.713, 0.380], [0.011, 0.135, 0.326], [0.068, -0.169, 0.742], [-0.113, 0.188, 0.874], [-0.475, 0.134, -0.123], [0.280, -0.069, 0.592], [0.120, -0.214, 0.100], [0.596, -2.292, -0.782], [-1.798, 1.051, 1.485], [0.110, -0.098, 2.227], [0.790, 0.456, -1.733], [0.981, -0.735, 0.563], [0.296, -0.557, -0.739], [1.318, -0.981, 0.127], [0.160, 0.203, -0.081], [-0.449, 0.425, -0.702], [0.193, 0.159, -0.009], [0.098, 0.507, 0.397], [-0.661, 0.222, -0.477], [-0.171, -0.799, 0.110], [-0.503, 0.218, 0.132], [-0.811, -0.667, -0.122], [2.605, 0.388, -1.317], [-2.817, -0.276, 0.625], [-0.772, 0.176, -0.588], [-0.598, 0.311, 1.387], [-0.264, -0.526, -0.007], [0.381, 0.424, 0.164], [0.391, -1.004, 0.915], [-0.555, 0.060, -0.301], [-0.866, -0.594, -0.330], [0.851, -1.936, 1.437], [0.012, -0.013, 0.097], [0.299, -0.261, 0.036], [0.155, -0.359, 0.276], [0.091, -0.681, 0.510], [-0.279, -0.206, 0.391], [-1.215, 0.191, 0.551], [-0.325, 1.238, -1.578], [0.604, -1.400, -0.770], [-7.512, -5.086, 4.265], [-0.395, 1.098, -0.187], [-0.408, 3.341, -2.919], [-0.176, -0.227, 0.210], [-1.676, -1.389, 0.187], [-0.547, -0.385, 0.094], [0.267, 0.409, 0.708], [0.238, -0.891, 0.193], [-0.553, 0.190, 0.163], [0.802, 0.632, -0.542], [1.478, 0.324, -0.345], [-2.790, -2.165, -2.283], [0.971, -0.087, 1.201], [1.597, 1.809, 0.005], [0.958, 0.437, -1.041], [0.040, 0.258, -0.126], [-0.262, -0.786, 0.190], [-0.365, 0.271, -0.669], [-0.170, -0.491, -0.261], [-0.683, -0.509, 0.742], [-0.240, -0.399, 0.120], [0.073, -0.649, 1.596], [0.068, 0.748, -1.325], [-3.401, 1.727, -0.006], [3.400, -2.202, -2.965], [1.715, -0.519, 4.072], [-0.212, 0.780, -0.441], [-0.127, -0.160, -0.446], [-0.006, 0.203, 0.212], [-0.488, 0.300, -0.593], [1.266, 1.293, 0.975], [2.280, 0.818, 0.992], [-0.396, 0.534, 0.406], [2.145, -0.703, -1.186], [1.252, 0.927, 1.259], [-1.303, -0.973, 0.863], [3.879, 2.707, -3.855], [1.291, 2.579, -0.280], [-0.810, -0.022, 1.428], [2.965, 2.232, -1.458], [0.215, 0.550, 0.016], [0.025, 0.713, -0.398], [-0.078, -0.021, -0.141], [0.208, -0.529, -1.056], [0.250, -0.656, -0.158]], "homo_ev": -9.111, "e_lumo_ev": 0.43, "largest_force_ev_per_a": 10.0, "relative_energy_kcal_mol": 245.92, "spin_multiplicity": 1}